Molecular formula: C5H17N3O
Method: DFT, the ωB97M-V functional and the def2-TZVPD basis

Geometry as XYZ:
```
26
Properties=species:S:1:pos:R:3:forces:R:3
C -1.21489 -2.98125 -0.60136 0.1 0.4 0.3
C -0.60703 -1.69489 -0.04083 0.8 -0.4 -0.4
O -1.55707 -0.70375 0.02429 0.2 1.6 0.0
N 0.52940 -1.20057 -0.86196 -0.3 0.3 0.0
N 1.65138 -2.12144 -0.85551 -0.1 -0.4 -0.2
H -2.00287 -3.32425 0.06351 -0.1 -0.1 0.0
H -1.64796 -2.77889 -1.57963 0.0 0.0 -0.1
H -0.45184 -3.75210 -0.69314 0.0 0.0 0.0
H -0.16251 -1.90311 0.95561 0.0 0.0 -0.1
H -1.06701 0.24095 0.14764 -0.4 -1.9 0.0
H 0.21231 -1.13472 -1.82820 -0.1 -0.3 0.1
H 2.42088 -1.63770 -1.31794 -0.1 0.0 0.3
H 1.91799 -2.23667 0.12099 0.1 0.2 -0.1
C 1.32826 1.10561 0.72543 -1.8 1.8 0.0
N -0.15333 1.52847 0.42063 2.1 -0.7 0.0
C -0.70072 2.26656 1.54368 0.2 0.0 0.2
C -0.22239 2.29950 -0.80754 0.1 0.1 0.0
H 1.29442 0.50745 1.63446 0.2 -0.2 -0.2
H 1.85756 0.64058 -0.10293 -0.7 -0.3 0.1
H 1.86651 2.04010 0.93132 0.0 0.0 0.3
H -1.73359 2.54720 1.33734 0.0 0.0 0.0
H -0.12732 3.18049 1.75938 0.0 0.0 0.0
H -0.68564 1.63056 2.42839 0.0 0.0 0.0
H 0.37320 3.22348 -0.75869 0.0 0.0 0.0
H 0.14245 1.69304 -1.63089 0.1 -0.1 -0.1
H -1.26020 2.56534 -1.01406 0.0 0.0 0.0
```
Forces are in eV/Å.

Frontier orbital gap ... 8.68 eV
ΔE to the lowest compared entry with this formula, charge and spin ... 2.223 eV
Electronic energy ... -440.137578 Eh